{
  "formula": "C21H39AsF9GeMgN2O2Te",
  "method": "ωB97M-V with the def2-TZVPD basis set",
  "lumo_energy_ev": -3.4,
  "e_above_lowest_ev": 3.203,
  "max_force_ev_per_a": 5.6,
  "total_charge": 1,
  "total_energy_ha": -6762.9915,
  "e_homo_ev": -11.0,
  "elements": ["Mg", "C", "N", "C", "C", "C", "N", "C", "C", "F", "C", "F", "C", "C", "F", "C", "F", "H", "H", "H", "H", "H", "H", "H", "H", "H", "H", "H", "F", "Te", "F", "F", "F", "F", "O", "C", "As", "C", "C", "O", "H", "H", "H", "H", "H", "H", "H", "H", "H", "C", "C", "C", "C", "Ge", "C", "C", "C", "C", "H", "H", "H", "H", "H", "H", "H", "H", "H", "H", "H", "H", "H", "H", "H", "H", "H", "H", "H"],
  "positions_angstrom": [[-0.133, -0.574, 0.329], [-1.592, -3.023, 1.523], [-1.227, -1.627, 1.812], [-0.671, -1.538, 3.170], [-2.421, -0.756, 1.717], [-2.978, -0.761, 0.289], [-1.842, -0.744, -0.623], [-1.967, -0.872, -1.930], [-0.753, -0.910, -2.692], [0.371, -1.188, -1.908], [-0.720, -1.319, -4.039], [0.470, -1.472, -4.612], [-1.870, -1.490, -4.744], [-3.080, -1.331, -4.046], [-4.211, -1.498, -4.714], [-3.146, -0.997, -2.720], [-4.348, -0.889, -2.135], [-2.437, -3.344, 2.142], [-0.742, -3.674, 1.723], [-1.864, -3.134, 0.475], [-1.408, -1.838, 3.923], [-0.358, -0.513, 3.375], [0.190, -2.201, 3.251], [-2.104, 0.255, 1.979], [-3.198, -1.080, 2.418], [-3.625, 0.109, 0.157], [-3.593, -1.650, 0.127], [-1.870, -1.734, -5.796], [1.361, 2.850, -0.529], [1.681, 1.478, 0.829], [2.441, 0.913, 2.542], [3.514, 1.861, 0.575], [2.100, 0.650, -0.915], [1.658, 3.059, 1.851], [-0.051, 1.160, 1.075], [3.029, -3.274, 0.713], [3.150, -1.503, 1.480], [4.766, -0.738, 0.783], [3.317, -1.722, 3.392], [1.705, -0.770, 0.954], [3.934, -3.830, 0.950], [2.942, -3.173, -0.368], [2.163, -3.804, 1.104], [5.514, -1.532, 0.804], [5.082, 0.096, 1.401], [4.605, -0.393, -0.235], [4.043, -2.518, 3.555], [2.364, -1.990, 3.840], [3.672, -0.792, 3.823], [-2.836, 1.588, -6.856], [-1.894, 2.008, -5.732], [-2.634, 2.315, -4.432], [-1.703, 2.752, -3.305], [-0.217, 1.536, -2.741], [1.503, 1.373, -3.726], [2.377, 2.622, -3.614], [1.814, 3.856, -4.321], [1.651, 3.686, -5.830], [-2.278, 1.322, -7.754], [-3.514, 2.404, -7.111], [-3.443, 0.731, -6.561], [-1.333, 2.894, -6.044], [-1.164, 1.212, -5.544], [-3.224, 1.448, -4.129], [-3.340, 3.129, -4.617], [-2.260, 2.924, -2.382], [-1.232, 3.698, -3.582], [-0.503, 1.164, -1.298], [1.240, 1.161, -4.764], [2.017, 0.507, -3.316], [3.352, 2.377, -4.047], [2.542, 2.858, -2.561], [2.487, 4.692, -4.129], [0.850, 4.119, -3.872], [2.597, 3.389, -6.287], [1.341, 4.625, -6.287], [0.900, 2.934, -6.078]]
}

{
  "formula": "H74Li3O45S2",
  "method": "ωB97M-V with the def2-TZVPD basis set",
  "lumo_energy_ev": 0.9,
  "max_force_ev_per_a": 4.7,
  "total_charge": -1,
  "total_energy_ha": -4249.7806,
  "e_homo_ev": -7.5,
  "elements": ["Li", "Li", "Li", "S", "O", "O", "O", "O", "S", "O", "O", "O", "O", "O", "H", "H", "O", "H", "H", "O", "H", "H", "O", "H", "H", "O", "H", "H", "O", "H", "H", "O", "H", "H", "O", "H", "H", "O", "H", "H", "O", "H", "H", "O", "H", "H", "O", "H", "H", "O", "H", "H", "O", "H", "H", "O", "H", "H", "O", "H", "H", "O", "H", "H", "O", "H", "H", "O", "H", "H", "O", "H", "H", "O", "H", "H", "O", "H", "H", "O", "H", "H", "O", "H", "H", "O", "H", "H", "O", "H", "H", "O", "H", "H", "O", "H", "H", "O", "H", "H", "O", "H", "H", "O", "H", "H", "O", "H", "H", "O", "H", "H", "O", "H", "H", "O", "H", "H", "O", "H", "H", "O", "H", "H"],
  "positions_angstrom": [[0.242, 0.501, 2.790], [-2.744, 0.904, -0.497], [0.392, 2.932, -0.107], [-1.809, 2.615, 2.026], [-2.576, 3.547, 2.819], [-2.618, 1.996, 1.046], [-0.748, 3.311, 1.286], [-1.242, 1.633, 2.931], [0.194, -0.141, -0.023], [0.944, -1.144, -0.778], [-1.091, 0.039, -0.702], [0.037, -0.622, 1.329], [0.964, 1.117, 0.051], [-5.868, -1.236, -2.782], [-5.805, -0.304, -2.574], [-5.325, -1.667, -2.121], [3.664, -0.888, -0.632], [2.715, -0.812, -0.530], [3.842, -0.523, -1.499], [5.461, -2.883, -2.118], [5.602, -2.144, -1.527], [6.226, -2.879, -2.694], [-0.535, 3.719, -1.612], [-1.050, 4.522, -1.526], [-0.998, 3.206, -2.274], [1.730, 4.665, -3.204], [2.372, 4.778, -2.503], [0.996, 4.214, -2.787], [2.655, -2.657, 1.734], [3.001, -2.832, 0.859], [1.786, -2.289, 1.579], [0.465, 4.894, 2.815], [-0.028, 4.811, 3.631], [-0.018, 4.357, 2.187], [-0.551, 1.747, -6.010], [-0.852, 1.699, -5.102], [0.083, 1.035, -6.090], [0.333, -0.711, 4.452], [0.294, 0.035, 5.051], [-0.157, -1.402, 4.898], [-4.367, -0.227, 0.235], [-5.301, -0.379, 0.091], [-4.304, 0.022, 1.157], [-2.000, -5.008, -2.477], [-1.638, -5.450, -1.709], [-2.095, -4.095, -2.207], [-1.900, -2.591, -0.870], [-1.463, -2.985, -0.115], [-1.624, -1.675, -0.858], [-3.933, -2.450, 4.015], [-4.264, -2.931, 4.774], [-3.291, -3.039, 3.619], [2.865, 1.241, -2.900], [2.666, 1.770, -2.128], [3.761, 1.484, -3.134], [-4.696, -3.582, -0.698], [-5.226, -3.491, 0.094], [-3.904, -3.077, -0.516], [2.154, 3.903, 0.009], [2.957, 3.662, 0.471], [2.195, 4.857, -0.062], [-2.384, 3.192, -4.207], [-2.504, 4.024, -4.664], [-3.104, 2.642, -4.516], [-1.767, -4.198, 3.876], [-1.242, -3.891, 4.615], [-2.082, -5.060, 4.147], [1.298, -6.836, -0.574], [1.168, -5.896, -0.447], [1.527, -6.923, -1.499], [-1.296, 1.571, 5.480], [-2.220, 1.435, 5.690], [-1.277, 1.662, 4.527], [1.994, 1.546, 2.348], [2.404, 2.409, 2.394], [1.871, 1.388, 1.412], [-2.894, -1.718, -5.631], [-3.806, -1.939, -5.442], [-2.599, -1.236, -4.859], [1.221, -0.961, -3.509], [1.869, -0.257, -3.522], [1.115, -1.173, -2.581], [-3.776, 0.094, 3.048], [-2.869, 0.390, 2.974], [-3.716, -0.755, 3.486], [2.312, 2.057, 5.337], [1.687, 2.773, 5.450], [2.544, 2.086, 4.409], [0.848, -4.038, -0.650], [0.443, -3.972, 0.215], [0.885, -3.135, -0.967], [3.125, -3.918, 4.127], [2.413, -4.429, 4.513], [2.742, -3.531, 3.340], [3.244, 3.893, 3.272], [2.537, 4.517, 3.434], [3.989, 4.243, 3.760], [4.775, 3.601, -1.946], [4.801, 3.289, -1.041], [5.383, 4.341, -1.962], [2.711, -3.474, -3.680], [1.936, -2.920, -3.581], [3.147, -3.431, -2.829], [-3.486, 2.061, -1.916], [-3.071, 2.626, -2.568], [-4.389, 2.373, -1.868], [1.241, -1.043, -6.329], [2.013, -0.568, -6.634], [1.391, -1.170, -5.393], [-5.365, 2.710, 0.943], [-5.326, 3.575, 0.535], [-4.453, 2.422, 0.981], [-1.776, -0.403, -3.462], [-1.701, -0.045, -2.578], [-0.882, -0.650, -3.698], [-0.672, -3.277, 1.565], [-1.212, -3.465, 2.333], [-0.423, -2.358, 1.665], [3.712, -0.283, 3.677], [3.218, -1.081, 3.491], [3.218, 0.412, 3.242], [4.922, 2.777, 0.930], [5.094, 3.004, 1.844], [4.920, 1.820, 0.917]]
}